ORCA calculation (wB97M-V/def2-TZVPD) on C22H29GaNO9 as an isolated structure in a non-equilibrium geometry.

Output
Total energy = -95573.383 eV
Charge = -1
Gap between HOMO and LUMO = 4.744 eV
LUMO energy = 0.10 eV

Atoms and positions in Å:
C  1.081  -0.505  6.714
C  0.977  0.006  5.509
Ga  0.578  0.953  3.705
C  1.963  2.506  3.476
C  3.427  1.831  3.514
C  4.619  2.901  3.820
O  4.186  4.023  4.651
C  0.879  -0.296  2.058
C  1.943  -1.482  2.323
C  3.142  -1.583  1.253
C  2.725  -1.277  -0.269
C  1.375  -2.002  -0.765
N  0.558  -0.957  -1.512
H  1.084  -0.654  7.857
H  -0.930  1.494  3.733
H  1.775  2.994  2.448
H  1.761  3.250  4.324
H  3.693  1.359  2.484
H  3.503  0.971  4.275
H  5.040  3.373  2.845
H  5.506  2.362  4.328
H  4.445  3.856  5.585
H  -0.138  -0.819  1.831
H  1.137  0.404  1.188
H  1.429  -2.516  2.454
H  2.438  -1.263  3.352
H  4.027  -0.914  1.548
H  3.546  -2.674  1.300
H  2.613  -0.123  -0.355
H  3.574  -1.565  -0.990
H  1.680  -2.832  -1.518
H  0.692  -2.379  0.072
H  0.183  -0.281  -0.800
H  1.231  -0.370  -2.052
C  -0.236  -1.321  -6.801
C  -1.319  -1.331  -7.580
C  -2.691  -1.243  -7.004
O  -3.659  -1.236  -7.749
C  -2.822  -1.172  -5.545
C  -1.738  -1.165  -4.763
C  -0.364  -1.226  -5.342
O  0.605  -1.199  -4.605
O  -1.851  -1.102  -3.406
O  -1.215  -1.422  -8.938
H  0.765  -1.382  -7.207
H  -3.824  -1.126  -5.140
H  -0.930  -1.109  -3.058
H  -2.134  -1.408  -9.270
C  -3.234  1.975  0.544
C  -4.425  1.880  1.137
C  -5.151  0.580  1.219
O  -6.231  0.526  1.786
C  -4.528  -0.595  0.601
C  -3.337  -0.500  0.004
C  -2.600  0.795  -0.053
O  -1.507  0.842  -0.590
O  -2.749  -1.584  -0.575
O  -5.028  2.970  1.694
H  -2.697  2.912  0.480
H  -5.072  -1.528  0.653
H  -1.898  -1.260  -0.936
H  -5.874  2.641  2.058

In elementary charge units, the Mulliken charges are:
1 C -0.114
2 C -0.448
3 Ga 0.126
4 C -0.677
5 C 0.004
6 C -0.558
7 O -0.501
8 C -0.224
9 C -0.656
10 C -0.770
11 C -0.606
12 C -0.483
13 N -0.177
14 H 0.317
15 H -0.348
16 H 0.241
17 H 0.285
18 H -0.111
19 H 0.230
20 H 0.216
21 H 0.308
22 H 0.287
23 H 0.033
24 H 0.017
25 H 0.340
26 H 0.336
27 H 0.269
28 H 0.316
29 H 0.295
30 H 0.386
31 H 0.344
32 H 0.205
33 H -0.116
34 H 0.256
35 C -0.929
36 C 0.289
37 C 0.990
38 O -0.630
39 C -0.883
40 C 0.275
41 C 0.900
42 O -0.560
43 O -0.285
44 O -0.575
45 H 0.418
46 H 0.445
47 H 0.342
48 H 0.344
49 C -0.895
50 C 0.243
51 C 0.955
52 O -0.639
53 C -0.758
54 C 0.360
55 C 0.950
56 O -0.570
57 O -0.611
58 O -0.592
59 H 0.439
60 H 0.446
61 H 0.168
62 H 0.341